[1]
The following is a DFT calculation (ωB97M-V/def2-TZVPD) of C25H23BCrNO3 as an isolated structure at a distorted geometry.

XYZ file:
```
54
Properties=species:S:1:pos:R:3:forces:R:3
C 4.188127 -3.376380 -1.382707 0.70 -0.24 0.06
C 2.712169 -3.569134 -1.485642 0.89 0.83 0.21
N 1.946594 -2.436681 -1.474512 -0.60 -0.62 -0.16
B 2.571261 -0.998410 -1.245875 1.74 -1.30 0.35
H 1.508520 0.245297 -0.930290 -0.27 -0.34 -0.14
C 0.621505 -2.573838 -1.663590 -0.43 -0.68 -0.06
C -0.238249 -1.362707 -1.783562 -0.78 0.28 0.14
C 0.019565 -3.835139 -1.758548 0.72 -0.15 -0.01
C 0.806747 -5.003413 -1.721916 0.56 1.56 0.16
C 2.201892 -4.848950 -1.602296 -1.57 0.49 -0.10
H 4.654744 -4.364528 -1.463304 0.07 0.31 0.03
H 4.593279 -2.739381 -2.187423 -0.31 -0.19 0.27
H 4.509022 -2.925710 -0.428479 -0.29 -0.14 -0.33
H 3.262972 -1.034896 -0.199110 -0.91 0.41 -0.72
H 3.199982 -0.677897 -2.241298 -0.54 0.34 0.26
H -1.229395 -1.687410 -2.112288 0.09 0.11 0.00
H -0.383661 -0.840264 -0.829717 0.16 -0.25 -0.12
H 0.118863 -0.613962 -2.496175 0.19 -0.40 -0.05
H -1.063749 -3.844906 -1.872680 0.34 -0.29 -0.01
H 0.353647 -5.966899 -1.791544 -0.20 -0.48 -0.05
H 2.890424 -5.677270 -1.594447 -0.07 -0.13 -0.02
O -4.318033 -0.684227 3.694646 5.12 4.49 0.91
C -3.383393 0.056696 3.800010 -5.77 -5.13 -1.29
Cr -1.739672 0.974613 3.693715 -0.57 -1.34 1.88
C -1.486044 -0.124004 2.225593 0.43 -5.45 -5.08
O -1.394970 -0.969969 1.367362 -0.45 4.91 4.71
C -0.866307 -0.426558 4.637151 3.00 -6.72 2.18
O -0.386242 -1.430469 5.080898 -2.69 6.07 -2.30
C -2.226824 2.584157 5.076332 0.27 1.35 -0.02
C -2.824527 2.845573 3.828435 -0.21 0.29 0.44
C -2.085972 2.774382 2.643613 -0.44 0.84 -1.08
C -0.685923 2.536292 2.674304 0.33 -0.42 -0.41
C -0.022824 2.144646 1.463523 0.68 0.66 -1.90
C 0.420211 1.904766 0.346532 0.72 -1.19 0.67
C 1.044604 1.364431 -0.922259 -0.67 4.51 -0.32
C 0.103570 1.856246 -2.077364 1.11 -2.21 2.62
C 0.616046 1.999708 -3.375652 -0.41 0.90 -3.04
C -0.219532 2.421239 -4.430828 0.98 0.18 0.27
C -1.577064 2.705268 -4.219183 0.55 -0.14 -1.82
C -2.120045 2.364034 -2.978895 -0.14 -0.49 3.57
C -1.271544 1.955080 -1.911301 -2.92 0.95 -0.61
C -0.083160 2.326373 3.922515 1.57 0.88 -0.42
C -0.831896 2.415076 5.104008 -0.28 -0.50 0.77
H -2.819886 2.582612 5.992673 0.22 -0.10 -0.33
H -3.887338 3.012919 3.794523 -0.20 0.02 -0.14
H -2.580704 2.920716 1.677674 0.21 -0.08 0.48
H 2.060593 1.913923 -1.109008 -1.63 -0.78 0.45
H 1.660852 1.809805 -3.573490 0.11 0.03 0.03
H 0.206104 2.614944 -5.415897 -0.03 -0.19 0.31
H -2.240601 3.090244 -5.028898 0.80 -0.27 0.72
H -3.211988 2.493574 -2.789491 1.05 -0.28 -0.19
H -1.746532 1.770423 -0.933805 0.46 0.03 -0.60
H 0.994750 2.111816 3.953454 -0.63 0.04 0.07
H -0.339969 2.218149 6.054515 -0.07 0.03 -0.19
```
Positions in Å, forces in eV/Å.

## Properties
Energy in Ha: -2315.43904
LUMO level (spin up / spin down) in eV: -5.91 / -10.05
HOMO level (spin up / spin down) in eV: -11.42 / -14.36
Charge: +2
Spin multiplicity: 4

***

[2]
The following is a DFT calculation (ωB97M-V/def2-TZVPD) of one molecule with the formula C9H12OSi at a distorted geometry.

XYZ file:
```
23
Properties=species:S:1:pos:R:3:forces:R:3
C 0.968419 -0.022640 -3.502212 2.08 -2.52 -0.71
C 1.429614 -1.359081 -3.186666 -1.06 1.02 -2.37
C 0.581748 0.832551 -2.551393 -1.19 2.44 1.09
C 1.247365 -1.791376 -1.931526 0.55 -2.16 2.97
C 0.377928 0.357164 -1.228935 0.12 1.59 0.36
C 0.697914 -0.907510 -0.964656 0.18 -1.39 0.54
C -0.261879 1.369076 -0.247351 -1.09 -0.66 -1.04
C 0.532951 0.113514 3.574097 0.23 -1.19 -3.46
C -2.421537 -0.362911 2.331628 -0.39 1.12 -0.77
O -0.138597 1.140935 1.134409 0.25 1.19 -0.98
Si -0.595714 -0.107467 2.029145 1.22 -2.03 0.15
H 1.198711 0.188276 -4.512242 -0.28 1.03 -0.91
H 1.761247 -2.006047 -4.054209 -0.18 0.76 1.37
H 0.357263 1.944252 -2.721603 0.33 -1.75 -0.13
H 1.607818 -2.835320 -1.600997 -0.77 1.70 -0.60
H 0.041226 2.383312 -0.494534 0.44 0.01 0.24
H -1.322080 1.325785 -0.565672 0.07 0.14 0.49
H 1.324581 0.645954 3.091983 0.83 0.32 -0.43
H 0.020199 0.855973 4.030692 -1.58 2.09 2.55
H 1.001770 -0.650733 4.135280 -0.30 -0.85 0.74
H -2.856957 0.620531 2.607665 0.19 -0.39 0.06
H -3.016964 -0.704878 1.462187 0.55 -0.03 0.46
H -2.535027 -1.029362 3.164908 -0.18 -0.45 0.38
```
Positions in Å, forces in eV/Å.

## Properties
Energy in Ha: -714.74867
LUMO level (spin up / spin down) in eV: -0.21 / 0.07
HOMO level (spin up / spin down) in eV: -6.68 / -8.42
Energy relative to the best compared isomer or geometry (same formula, charge and spin) in kJ/mol: 432.3
Charge: 0

***

[3]
The following is a DFT calculation (ωB97M-V/def2-TZVPD) of C25H31BN10O2RuS as an isolated structure.

XYZ file:
```
71
Properties=species:S:1:pos:R:3:forces:R:3
Ru -0.425054 1.338918 0.352577 0.24 0.12 -0.07
C -0.418833 4.420514 -1.513982 -0.03 0.03 0.04
C 0.428242 3.288998 -1.973837 0.02 -0.01 0.00
C 1.264237 3.237259 -3.079486 -0.01 0.00 0.00
C 1.814453 1.963108 -3.080474 0.02 -0.03 0.02
C 2.781855 1.359183 -4.038870 0.00 0.01 -0.01
N 1.325376 1.303013 -2.023776 -0.02 -0.08 -0.01
N 0.466907 2.110850 -1.332002 0.06 0.04 -0.07
B 1.595228 -0.149081 -1.545424 0.05 0.05 -0.03
N 0.248113 -0.870999 -1.460176 -0.02 -0.02 0.00
N -0.759609 -0.278718 -0.774228 0.05 0.05 0.06
C -1.876460 -0.990272 -0.968982 -0.05 -0.02 -0.07
C -3.225887 -0.605873 -0.472888 -0.01 0.02 0.04
C -1.559128 -2.083028 -1.775196 -0.03 0.03 0.00
C -0.213692 -1.973755 -2.069341 -0.01 0.07 -0.02
C 0.645560 -2.850510 -2.912007 0.00 -0.01 -0.02
N 2.153724 -0.057426 -0.117242 0.04 -0.07 0.00
N 1.425099 0.653862 0.769152 -0.13 -0.21 0.12
C 2.103086 0.710539 1.926221 0.06 0.11 -0.03
C 1.641207 1.462131 3.127544 0.00 0.00 0.02
C 3.291772 0.001231 1.765192 -0.04 -0.01 0.00
C 3.293573 -0.466778 0.460310 -0.01 0.06 0.00
C 4.342340 -1.241469 -0.260725 -0.01 0.00 -0.01
H -0.188129 5.315065 -2.087631 0.00 0.00 0.00
H -1.474738 4.188924 -1.662466 -0.01 0.01 0.01
H -0.246759 4.637757 -0.459000 -0.02 0.00 0.00
H 1.450761 4.021650 -3.791500 0.00 0.02 -0.01
H 3.046139 2.088665 -4.800516 0.00 0.00 0.00
H 3.693751 1.043598 -3.532713 0.01 0.00 0.00
H 2.354197 0.486501 -4.531720 0.00 -0.01 0.00
H 2.343897 -0.709289 -2.280090 0.00 0.01 -0.02
H -3.191633 0.042691 0.397496 0.01 0.00 -0.02
H -3.777252 -0.099035 -1.266924 -0.01 0.01 0.00
H -3.784192 -1.498041 -0.194879 -0.01 0.00 -0.01
H -2.234027 -2.853685 -2.104788 -0.01 -0.01 0.00
H 0.873518 -2.377929 -3.868316 0.01 0.00 0.00
H 1.588985 -3.076600 -2.416323 0.00 -0.01 0.01
H 0.126135 -3.785576 -3.109970 0.00 0.01 0.01
H 0.558227 1.537368 3.177784 0.00 -0.02 0.02
H 1.971870 0.953624 4.030724 0.01 0.00 0.01
H 2.071511 2.465603 3.131762 -0.01 0.00 -0.01
H 4.057273 -0.145561 2.506960 0.01 0.00 0.02
H 5.097084 -0.571833 -0.675044 0.00 0.00 -0.02
H 4.842738 -1.917121 0.430137 0.01 0.01 0.01
H 3.922500 -1.823920 -1.077283 0.00 -0.01 -0.01
N -0.020744 -5.399430 0.023525 -0.01 -0.03 -0.21
C -0.423188 -4.287649 0.710433 -0.03 0.07 0.13
C 0.479209 -3.247442 0.977635 -0.01 -0.05 -0.02
C 0.066435 -2.113542 1.639118 0.07 -0.09 0.14
C -1.259644 -1.974004 2.028197 -0.05 -0.01 -0.18
C -2.160651 -3.008106 1.792172 -0.07 0.07 -0.15
C -1.748524 -4.152147 1.142585 0.06 -0.02 0.00
S -1.837003 -0.590250 2.921810 0.09 0.19 0.48
O -3.268270 -0.651671 2.947085 0.04 -0.11 -0.06
O -1.095630 -0.461263 4.139631 0.10 0.00 -0.07
N -1.423608 0.762582 1.981348 -0.06 -0.32 -0.16
C -2.158783 1.907393 2.178089 -0.08 0.00 -0.01
N -1.949413 2.748913 1.132977 -0.34 -0.08 -0.17
C -2.660296 3.879331 1.108524 0.07 0.07 0.13
C -3.540374 4.183918 2.123971 0.04 0.02 -0.04
C -3.620770 3.278632 3.178050 -0.01 0.01 0.00
N -2.934929 2.144063 3.217123 0.02 0.08 0.07
H 0.961162 -5.574950 -0.095208 -0.02 -0.03 0.06
H -0.620538 -6.205295 0.003834 0.04 0.00 0.04
H 1.515657 -3.341228 0.674198 0.01 -0.03 0.00
H 0.790857 -1.350367 1.870481 0.03 0.05 0.05
H -3.187729 -2.906681 2.112695 -0.02 0.03 0.03
H -2.455316 -4.952586 0.963803 0.00 -0.02 0.00
H -2.506209 4.541690 0.270011 0.00 0.02 -0.05
H -4.122607 5.091739 2.110885 0.00 0.01 -0.01
H -4.263061 3.473797 4.028968 0.00 0.01 0.01
```
Positions in Å, forces in eV/Å.

## Properties
Energy in Ha: -2187.16342
LUMO level (spin up / spin down) in eV: -3.82 / -4.47
HOMO level (spin up / spin down) in eV: -10.68 / -10.70
Energy relative to the best compared isomer or geometry (same formula, charge and spin) in kJ/mol: 32.0
Charge: +1
Spin multiplicity: 2